Here is a structure of composition C6H5Br4ClN2 from the Open Molecules 2025 dataset. Energies are from ωB97M-V/def2-TZVPD.

The geometry in XYZ format:
```
18
Properties=species:S:1:pos:R:3:forces:R:3
C -1.994604 -1.623809 0.098178 -0.185 -1.115 -1.496
C -1.262227 -1.920475 1.213804 1.208 1.965 -1.130
C -1.157863 -0.854008 -0.722496 1.236 0.140 1.656
C -1.344246 -0.213701 -2.004357 2.542 -1.108 -1.952
C 2.224679 0.672217 0.944210 -1.469 -0.272 1.704
C 1.892460 2.040457 0.609960 -0.112 2.061 -2.057
N -0.068330 -1.278887 1.068962 -0.550 0.218 0.342
N -0.058866 -0.562567 -0.013719 0.721 -0.553 -0.379
Cl 3.673142 0.008291 0.539739 1.205 -0.592 -0.768
Br 1.348914 0.034839 2.352008 0.552 -0.821 0.205
Br 3.091412 3.369895 1.372758 0.515 -0.095 0.618
Br 0.132166 2.554683 1.097441 -0.721 0.391 -0.149
Br 2.104257 2.484492 -1.375636 -0.236 -0.839 0.648
H -2.851860 -2.142404 -0.281536 -0.636 0.113 0.291
H -1.521906 -2.340422 2.106003 -0.509 -1.468 1.987
H -1.177965 -0.880922 -2.924166 0.251 0.800 1.347
H -2.333294 -0.022834 -2.045667 -3.358 1.433 -0.536
H -0.695869 0.675155 -2.035488 -0.453 -0.258 -0.328
```
Positions in Å, forces in eV/Å.

The calculation puts the HOMO-LUMO gap (spin up / spin down) at 6.2 / 6.2 eV. As for the LUMO energy (spin up / spin down): -2.2 / -2.1 eV. Its energy relative to the best compared isomer or geometry (same formula, charge and spin) is 3.2943 eV. Its net charge is 0.

Atom charges from the natural (NBO) analysis, given in e for atoms 1 to 2:
1. C -0.334
2. C -0.088